(1)
The following is a DFT calculation (the ωB97M-V functional and the def2-TZVPD basis) of C16H19NO2 as an isolated structure.

```
38
Properties=species:S:1:pos:R:3:forces:R:3:nbo_charge:R:1
C 0.582 -1.316 1.842 -0.020 -0.001 -0.382 -0.388
C 2.103 -1.604 1.882 -0.136 0.215 0.361 -0.435
C 2.486 -1.758 0.439 -0.026 0.129 -0.969 -0.292
C 1.454 -1.463 -0.396 0.458 -0.438 1.073 -0.159
C 0.246 -1.084 0.355 -0.187 -1.109 -0.275 -0.445
C -1.083 -1.494 -0.152 0.874 0.105 0.480 0.000
C -1.304 -1.697 -1.528 -0.568 -0.054 -0.075 -0.204
C -2.563 -2.087 -1.991 0.215 0.171 0.187 -0.220
C -3.623 -2.267 -1.092 -0.024 -0.075 0.118 -0.274
C -3.413 -2.063 0.277 0.215 0.129 -0.238 -0.198
C -2.159 -1.666 0.744 -0.246 0.008 -0.335 -0.263
H 0.004 -2.153 2.250 0.052 0.076 0.067 0.203
H 0.353 -0.423 2.440 -0.151 -0.156 0.185 0.174
H 2.625 -0.752 2.348 0.032 -0.228 -0.081 0.193
H 2.342 -2.483 2.496 0.021 0.122 -0.159 0.205
H 3.493 -2.067 0.152 -0.314 0.131 -0.098 0.201
H 1.475 -1.522 -1.486 0.231 0.023 0.329 0.202
H -0.481 -1.544 -2.233 -0.362 -0.156 0.203 0.192
H -2.712 -2.253 -3.062 -0.015 0.049 0.358 0.205
H -4.604 -2.576 -1.455 0.274 0.069 0.087 0.207
H -4.223 -2.216 0.993 0.157 0.054 -0.261 0.206
H -2.000 -1.487 1.809 -0.089 -0.122 -0.310 0.208
O 3.401 1.375 -1.144 0.348 0.271 1.599 -0.514
C 3.621 1.424 0.008 -0.092 -0.381 0.016 1.036
C 0.645 2.358 0.794 -0.797 -1.231 -0.848 0.192
C 0.610 3.637 0.043 -0.138 0.132 -0.800 -0.486
C -0.373 3.314 -1.109 -0.036 0.362 -0.395 -0.420
C -0.674 1.816 -1.036 0.273 -0.048 0.004 -0.238
N 0.031 1.385 0.182 -0.108 5.224 1.409 -0.379
O 3.832 1.475 1.163 -0.297 0.053 -1.681 -0.523
H 1.136 2.249 1.769 -0.188 -0.362 -0.484 0.228
H 0.290 4.495 0.639 0.213 -0.161 0.055 0.241
H 1.604 3.840 -0.385 -0.127 0.132 0.382 0.238
H -1.303 3.877 -1.014 0.201 0.099 -0.065 0.221
H 0.092 3.540 -2.069 -0.204 0.218 0.048 0.224
H -1.752 1.607 -0.948 0.477 -0.143 0.138 0.233
H -0.299 1.266 -1.912 -0.052 0.001 0.396 0.228
H 0.141 0.318 0.385 0.138 -3.110 -0.038 0.403
```
Forces are in eV/Å.

Properties
Energy relative to the best compared isomer or geometry (same formula, charge and spin) = 3.235 eV
Lowest unoccupied orbital energy = 0.0 eV
HOMO-LUMO gap = 5.7933 eV
Max |F| = 5.4 eV/Å

(2)
The following is a DFT calculation (the ωB97M-V functional and the def2-TZVPD basis) of a single C16H19NO2 molecule.

```
38
Properties=species:S:1:pos:R:3:forces:R:3:nbo_charge:R:1
C 1.767 0.408 1.663 -0.247 0.020 0.010 -0.616
C 0.446 0.730 0.963 0.331 0.449 0.215 -0.031
C 0.555 2.019 0.146 -0.101 -0.139 0.156 -0.618
N -0.010 -0.383 0.153 -0.195 -0.149 -0.023 -0.332
C -1.162 -1.093 0.379 -0.387 -0.342 0.091 0.132
C -2.145 -0.781 1.456 0.015 0.304 -0.043 -0.428
C -3.060 0.398 1.080 0.026 -0.161 0.210 -0.506
C -3.801 0.915 2.285 0.101 0.057 0.140 0.796
O -3.336 1.045 3.386 0.117 -0.016 0.117 -0.602
O -5.067 1.242 1.996 -0.605 0.104 -0.317 -0.683
C -1.249 -2.086 -0.563 -0.083 0.058 0.170 -0.294
C -0.113 -1.990 -1.383 0.162 0.165 0.009 -0.275
C 0.635 -0.934 -0.923 0.018 -0.350 -0.407 0.095
C 1.912 -0.476 -1.494 0.149 0.050 -0.066 -0.087
C 3.110 -1.066 -1.101 -0.030 0.025 -0.059 -0.188
C 4.306 -0.675 -1.675 0.122 -0.034 0.014 -0.215
C 4.320 0.301 -2.657 0.068 0.024 -0.022 -0.209
C 3.131 0.876 -3.072 0.021 0.087 -0.087 -0.233
C 1.934 0.487 -2.498 0.038 -0.063 0.006 -0.138
H 1.695 -0.546 2.180 0.026 -0.083 0.069 0.216
H 2.584 0.358 0.949 0.053 0.023 0.001 0.219
H 1.992 1.182 2.393 0.049 0.088 0.080 0.214
H -0.312 0.885 1.736 0.057 -0.078 -0.138 0.210
H 0.684 2.866 0.815 0.030 0.103 0.063 0.215
H -0.347 2.176 -0.442 -0.079 0.048 -0.062 0.210
H 1.406 1.980 -0.529 0.035 0.046 -0.014 0.220
H -1.648 -0.550 2.401 -0.085 -0.068 -0.013 0.231
H -2.761 -1.667 1.619 0.067 0.010 0.045 0.228
H -3.774 0.115 0.308 0.097 0.041 -0.042 0.235
H -2.457 1.225 0.697 -0.046 0.032 -0.023 0.233
H -5.520 1.585 2.783 0.323 -0.074 0.039 0.496
H -2.038 -2.807 -0.648 -0.198 -0.119 0.057 0.216
H 0.137 -2.615 -2.218 0.116 -0.075 -0.169 0.220
H 3.096 -1.836 -0.343 -0.025 -0.045 0.068 0.219
H 5.231 -1.136 -1.359 0.067 -0.037 0.018 0.214
H 5.255 0.607 -3.104 0.071 0.021 -0.035 0.214
H 3.136 1.628 -3.848 0.001 0.048 -0.060 0.213
H 1.004 0.925 -2.833 -0.079 0.027 0.003 0.209
```
Forces are in eV/Å.

Properties
Energy relative to the best compared isomer or geometry (same formula, charge and spin) = 0.042 eV
Lowest unoccupied orbital energy = 0.7 eV
SMILES = CC(C)n1c(CCC(=O)O)ccc1-c1ccccc1
HOMO-LUMO gap = 8.5711 eV
Max |F| = 0.7 eV/Å

(3)
The following is a DFT calculation (the ωB97M-V functional and the def2-TZVPD basis) of a single C16H19NO4S molecule.

```
41
Properties=species:S:1:pos:R:3:forces:R:3:nbo_charge:R:1
C 4.288 -2.647 -4.069 0.093 -0.133 0.050 -0.252
O 3.507 -1.547 -4.463 -0.180 0.232 -0.074 -0.512
C 2.374 -1.268 -3.755 -0.100 -0.008 0.097 0.342
C 1.629 -0.172 -4.197 0.115 -0.151 0.055 -0.243
C 0.473 0.195 -3.551 -0.062 -0.092 0.167 -0.237
C 0.016 -0.518 -2.440 0.127 -0.051 -0.087 0.278
O -1.158 -0.069 -1.898 0.177 0.157 -0.194 -0.491
C -1.659 -0.669 -0.730 -0.076 -0.103 0.383 -0.083
C -0.894 -0.224 0.528 0.083 0.413 -0.624 -0.260
N -1.271 -0.957 1.714 -0.893 -0.049 0.468 -0.873
S -2.754 -0.601 2.420 0.388 -0.603 0.378 2.294
O -3.524 0.253 1.566 0.174 0.362 -0.034 -0.945
O -3.323 -1.849 2.841 0.174 -0.107 0.172 -0.946
C -2.236 0.334 3.899 -0.265 -0.453 -0.858 -0.673
C -1.386 1.454 3.426 0.284 0.493 0.084 0.026
C -1.974 2.583 2.865 0.068 -0.005 0.083 -0.223
C -1.187 3.594 2.342 -0.030 0.064 -0.022 -0.207
C 0.194 3.490 2.378 0.014 0.021 -0.034 -0.210
C 0.786 2.371 2.939 0.086 -0.012 0.004 -0.201
C 0.001 1.357 3.457 -0.087 0.038 0.075 -0.229
C 0.755 -1.606 -2.000 -0.411 0.197 0.137 -0.297
C 1.923 -1.978 -2.653 0.376 -0.050 -0.277 -0.300
H 4.675 -2.524 -3.052 -0.026 -0.014 -0.026 0.173
H 3.725 -3.584 -4.132 0.013 0.030 0.019 0.174
H 5.122 -2.683 -4.768 -0.036 -0.045 0.077 0.200
H 1.983 0.376 -5.055 0.031 0.083 -0.112 0.222
H -0.108 1.038 -3.890 -0.069 0.119 -0.058 0.226
H -2.696 -0.337 -0.649 0.150 -0.146 -0.029 0.223
H -1.649 -1.765 -0.810 -0.016 0.054 -0.017 0.161
H 0.184 -0.340 0.376 -0.108 0.078 0.063 0.212
H -1.105 0.828 0.719 0.168 0.047 -0.147 0.227
H -1.187 -1.958 1.616 -0.100 -0.220 0.147 0.405
H -1.709 -0.379 4.524 0.020 -0.061 0.074 0.248
H -3.156 0.661 4.374 -0.105 -0.036 0.031 0.252
H -3.050 2.654 2.824 -0.128 0.021 -0.020 0.225
H -1.653 4.464 1.904 -0.047 0.074 -0.035 0.218
H 0.807 4.279 1.969 0.051 0.067 -0.036 0.217
H 1.862 2.287 2.970 0.089 -0.011 0.006 0.215
H 0.463 0.481 3.888 0.047 -0.113 0.029 0.215
H 0.443 -2.192 -1.150 -0.064 -0.022 0.082 0.211
H 2.467 -2.832 -2.279 0.075 -0.063 0.000 0.216
```
Forces are in eV/Å.

Properties
Energy relative to the best compared isomer or geometry (same formula, charge and spin) = 1.791 eV
Lowest unoccupied orbital energy = 0.6 eV
SMILES = COc1ccc(OCCNS(=O)(=O)Cc2ccccc2)cc1
HOMO-LUMO gap = 8.5489 eV
Max |F| = 1.0 eV/Å

> The lowest energy relative to the best compared isomer or geometry (same formula, charge and spin) belongs to which entry?

number 2

> Among the records above, which one has the lowest energy relative to the best compared isomer or geometry (same formula, charge and spin)?

number 2